[1]
H3O4P | wB97M-V/def2-TZVPD

Its spin multiplicity is 3. For the LUMO energy (alpha / beta), the calculation gives 0.327 / -3.156 eV. The value obtained for the HOMO energy (alpha / beta) is -5.522 / -10.231 eV. The expectation value of S² is 2.007. The HOMO-LUMO gap (alpha / beta) is 5.849 / 7.074 eV. For the total energy, the calculation gives -17516.968 eV. The value obtained for the relative energy (zero: lowest compared OMol25 entry of this formula, charge and spin) is 1.550 eV.

CARTESIAN COORDINATES (ANGSTROEM)
O -2.05141 -0.72588 -0.34743
O 1.47829 -0.80605 -0.25154
O -1.41687 0.15886 0.53921
O 1.22769 0.49588 0.25022
P -0.40990 1.23752 -0.20492
H -2.45686 -1.47743 0.21265
H 1.26461 -1.55152 0.40875
H -0.13885 2.06620 1.01013

=====

[2]
C5H14 | wB97M-V/def2-TZVPD

For the LUMO energy, the calculation gives 1.148 eV. The value obtained for the HOMO energy is -11.451 eV. Its SMILES is CCC.CC. The HOMO-LUMO gap is 12.599 eV. For the total energy, the calculation gives -5411.886 eV. The value obtained for the relative energy (zero: lowest compared OMol25 entry of this formula, charge and spin) is 0.164 eV.

CARTESIAN COORDINATES (ANGSTROEM)
C 0.57567 -1.13789 2.65537
C -0.18513 -0.07052 1.87084
C 0.75464 0.96396 1.24449
H 1.37948 -1.52619 2.04080
H 1.07823 -0.72513 3.53894
H -0.04118 -1.96985 2.99539
H -0.66184 -0.60518 1.04179
H -0.92661 0.42132 2.49877
H 1.56602 0.46482 0.72400
H 1.21032 1.58848 2.01427
H 0.13260 1.63624 0.65151
C 0.05878 -0.08730 -2.96710
C -1.24890 0.35413 -2.31748
H 0.55904 0.75275 -3.44464
H -0.17958 -0.77958 -3.77830
H 0.73651 -0.59634 -2.29314
H -1.12063 0.67742 -1.28303
H -1.72575 1.11267 -2.93642
H -1.96166 -0.47382 -2.25608

=====

[3]
CClNO2S2 | wB97M-V/def2-TZVPD

Its spin multiplicity is 3. For the LUMO energy (alpha / beta), the calculation gives 4.483 / 2.238 eV. The value obtained for the HOMO energy (alpha / beta) is -0.236 / -2.356 eV. The expectation value of S² is 2.013. The HOMO-LUMO gap (alpha / beta) is 4.719 / 4.595 eV. For the total energy, the calculation gives -40813.870 eV. As for the net charge: -2.

CARTESIAN COORDINATES (ANGSTROEM)
C 0.53159 -1.17831 1.34722
N -0.51053 -0.62506 1.28893
O -2.69665 -2.48309 1.72063
O -3.03882 -0.20322 0.86268
S 1.95800 -1.85034 1.36687
S -2.34485 -1.04776 1.82032
Cl 6.10125 7.38779 -8.40665

=====

[4]
C19H63N15O16 | wB97M-V/def2-TZVPD

For the LUMO energy, the calculation gives -0.204 eV. The value obtained for the HOMO energy is -8.953 eV. Its SMILES is COC[C@H](C)N.NC(N)=O.NC(N)=O.NC(N)=O.NC(N)=O.NC(N)=O.NC(N)=O.NC(N)=O.OCCO.OCCO.OCCO.OCCO. The HOMO-LUMO gap is 8.749 eV. For the total energy, the calculation gives -75835.752 eV. The value obtained for the relative energy (zero: lowest compared OMol25 entry of this formula, charge and spin) is 4.615 eV.

CARTESIAN COORDINATES (ANGSTROEM)
C 1.68646 -2.40354 -2.54682
O 1.98086 -1.06834 -2.76677
C 2.70318 -0.71492 -3.94097
C 2.16598 -0.78571 -5.36129
C 3.23459 -0.37822 -6.37029
N 1.03015 0.14140 -5.46079
H 2.53136 -2.89662 -2.06607
H 1.40838 -2.76044 -3.53848
H 0.93202 -2.41008 -1.76014
H 2.80870 0.34199 -3.69619
H 3.77903 -0.88203 -3.88869
H 1.71272 -1.76540 -5.51244
H 4.10730 -1.02986 -6.32718
H 3.66879 0.61787 -6.28452
H 2.73506 -0.50609 -7.33061
H 0.36576 -0.33297 -4.86610
H 0.67972 0.00394 -6.39802
N -4.91068 5.25484 -0.75914
C -3.97186 4.41150 -0.93532
N -3.15150 4.19989 0.02161
O -3.88310 3.83174 -2.00017
H -5.06467 5.91563 -0.01096
H -5.61925 5.26580 -1.47879
H -3.26585 4.86719 0.77109
H -2.31761 3.63207 -0.02658
N -4.93513 0.79450 -1.00785
C -5.80947 1.45897 -0.25287
N -5.23312 1.84479 0.86882
O -6.90054 1.73447 -0.51172
H -4.05332 0.58808 -0.56075
H -5.15703 0.40634 -1.91349
H -4.41166 1.29846 1.08518
H -5.79427 2.40147 1.49756
N 1.42555 5.28331 1.73693
C 0.24763 4.81463 1.84263
N -0.50369 5.45213 2.67898
O -0.23290 3.80118 1.30139
H 1.94342 4.84600 0.98815
H 1.71004 6.12781 2.21231
H -1.46505 5.15432 2.76398
H -0.29836 6.33417 3.12611
N -0.36912 3.18010 -1.70505
C 0.56117 2.35529 -2.17412
N 0.09862 1.21983 -2.60552
O 1.68683 2.86056 -2.32137
H -1.32701 2.92373 -1.89689
H -0.08316 4.13267 -1.52915
H 0.77352 0.57818 -2.99652
H -0.85627 0.98408 -2.37595
N -0.42980 -1.06889 0.72880
C -0.95192 0.04744 0.31646
N -0.30609 0.92872 0.99618
O -1.91685 0.28287 -0.45690
H -0.98277 -1.85990 0.43107
H 0.39308 -1.25628 1.28365
H 0.58275 0.78574 1.45402
H -0.70441 1.85654 1.02028
N -2.86163 -1.56032 -2.97486
C -2.46627 -2.33117 -3.96018
N -3.20212 -2.12379 -5.04776
O -1.56569 -3.16863 -3.89829
H -3.53195 -0.86264 -3.26473
H -2.36313 -1.58129 -2.09671
H -3.93104 -1.44775 -4.86952
H -3.10667 -2.53354 -5.96595
N 0.85514 1.11019 3.82362
C 0.93689 2.04430 4.74117
N 2.15127 2.31108 4.93784
O -0.05494 2.39857 5.33519
H 0.03762 0.53645 3.97389
H 1.69680 0.55301 3.78795
H 2.85973 2.04275 4.26988
H 2.39159 2.76668 5.80662
O 1.01032 -1.61296 4.83395
C -0.06842 -2.49261 5.13982
C -0.70960 -2.98117 3.79550
O -1.39318 -4.18788 4.02744
H 0.98728 -0.88143 5.45519
H 0.18042 -3.31783 5.80705
H -0.75085 -1.82371 5.66419
H 0.04010 -3.21940 3.04098
H -1.33794 -2.21105 3.34804
H -0.90115 -4.83824 4.53393
O 0.48008 -4.74598 -1.25908
C 0.00355 -4.85823 0.10973
C -1.54271 -4.65455 0.29013
O -2.06132 -3.28580 0.18141
H -0.01992 -4.14246 -1.81347
H 0.46414 -5.67452 0.66618
H 0.43319 -4.01204 0.64586
H -1.98569 -5.07073 1.19493
H -2.11206 -5.21161 -0.45392
H -3.00899 -3.34810 0.04133
O 2.41700 -3.98693 4.01510
C 2.59935 -4.49093 2.67176
C 3.14935 -3.41758 1.75675
O 2.23892 -2.32415 1.79676
H 2.09248 -3.08691 3.93603
H 3.23504 -5.37402 2.73627
H 1.69304 -4.90509 2.22999
H 3.07953 -3.87540 0.77002
H 4.10753 -2.94840 1.98007
H 2.81157 -1.57266 1.62668
O 3.52878 0.33930 1.31286
C 3.80685 1.38952 0.40480
C 3.24790 2.72406 0.64188
O 3.32751 3.63956 -0.50471
H 3.92798 0.46350 2.17704
H 4.89587 1.42905 0.38069
H 3.44900 1.02285 -0.55729
H 3.56381 3.02558 1.64058
H 2.24732 2.37690 0.89962
H 2.98213 3.14722 -1.25299

=====

[5]
C21H31BrN2O2PS2 | wB97M-V/def2-TZVPD

For the LUMO energy, the calculation gives -3.671 eV. The value obtained for the HOMO energy is -9.670 eV. The HOMO-LUMO gap is 5.999 eV. For the total energy, the calculation gives -130347.637 eV. As for the net charge: +1.

CARTESIAN COORDINATES (ANGSTROEM)
C 5.83662 1.81094 0.34892
C 5.33722 1.25797 -0.79587
C 4.03268 1.72037 -1.41190
C 2.87893 1.29536 -0.54246
C 2.06555 2.13127 0.11502
C 2.15092 3.62940 0.05509
C 1.71684 4.16683 -1.30844
C 0.25166 3.78334 -1.65331
S 0.17225 2.59668 -3.04755
C 1.00460 1.53474 0.98621
O 0.74945 2.04746 2.04144
C 0.36261 0.27839 0.45119
C 1.22461 -0.57067 -0.23802
C 0.77037 -1.76894 -0.74510
C -0.56633 -2.10438 -0.57229
P -1.02378 -3.73405 -1.24341
S 0.53214 -4.95542 -1.37472
C -1.48510 -1.25707 0.07574
C -2.91750 -1.75469 0.17727
N -3.94007 -0.72421 0.09390
C -4.16537 -0.26324 -1.28785
C -1.00263 -0.04094 0.60723
C -1.91592 0.92831 1.33497
C -2.46437 0.33129 2.63468
C -3.65348 1.14713 3.14621
Br -1.06923 0.20329 4.01019
C 2.65377 -0.17077 -0.42703
O 3.53615 -0.98032 -0.51871
H 6.01050 1.22530 1.24441
H 6.07641 2.87320 0.36262
H 5.90030 0.48468 -1.31270
H 3.91622 1.20675 -2.36966
H 4.08474 2.80302 -1.52861
H 3.15612 3.96287 0.31338
H 1.48108 4.05952 0.79840
H 2.35002 3.84626 -2.12969
H 1.78727 5.25484 -1.28597
H -0.28893 3.39922 -0.79194
H -0.22350 4.67386 -2.05172
H 1.36485 1.99835 -2.91253
H 1.46792 -2.41642 -1.25847
H -1.94245 -4.31399 -0.35716
H -1.62497 -3.54351 -2.49708
H -3.02015 -2.27477 1.13535
H -3.13081 -2.51871 -0.58449
H -4.80873 -1.13699 0.40712
H -3.28016 -0.35937 -1.91315
H -5.03526 -0.74037 -1.74106
H -4.40764 0.80105 -1.25396
H -1.42499 1.86538 1.57020
H -2.76626 1.16801 0.70425
H -2.77694 -0.69266 2.48592
H -3.60977 1.30239 4.22021
H -3.68922 2.12477 2.66946
H -4.58756 0.62580 2.94284
N -0.41339 -7.24690 0.84876
H -1.39510 -7.29617 1.12054
H -0.10636 -8.16280 0.51854
H -0.28627 -6.54339 0.08220
H 0.15045 -6.96727 1.65262

=====

[6]
C5H7NOS | wB97M-V/def2-TZVPD

Its spin multiplicity is 3. For the LUMO energy (alpha / beta), the calculation gives 0.679 / -2.245 eV. The value obtained for the HOMO energy (alpha / beta) is -5.160 / -8.674 eV. The expectation value of S² is 2.015. The HOMO-LUMO gap (alpha / beta) is 5.839 / 6.429 eV. For the total energy, the calculation gives -19664.577 eV. The value obtained for the relative energy (zero: lowest compared OMol25 entry of this formula, charge and spin) is 1.313 eV.

CARTESIAN COORDINATES (ANGSTROEM)
C -1.06945 -0.93688 -1.00137
C 0.85247 -0.50649 -0.17447
C -1.25796 -1.80952 -1.97645
C -0.77981 0.41579 1.26214
C 1.47649 1.54003 0.80231
N 0.49621 0.43866 0.68015
O 1.86704 -0.99902 -0.59018
S -2.03197 0.21038 -0.16402
H -2.24837 -1.99075 -2.49270
H -0.48882 -2.53764 -2.29830
H -1.02191 -0.44770 1.83879
H -0.84853 1.43164 1.66710
H 0.96524 2.34387 0.29068
H 1.64159 1.76133 1.86301
H 2.44778 1.08630 0.29330